# 1
Computed, not measured: a gas-phase ion, C5H8N3O3 (charge +1) in a non-equilibrium geometry, with wB97M-V/def2-TZVPD.

Values from the calculation:
Maximum force = 6.8 eV Å⁻¹
Gap between HOMO and LUMO (alpha / beta) = 0.2945 / 0.2946 hartree
Relative energy (zero: lowest compared OMol25 entry of this formula, charge and spin) = 194.6 kcal per mole
Net charge = +1
SMILES = CC(=C=[N+]([O-])[O-])[NH2+]C[NH+]=C=O
2S+1 = 1
HOMO level (alpha / beta) = -13.21 / -13.21 eV

Atoms and positions in Å:
C (-0.669, -2.221, 0.518)
C (-0.351, -0.798, 0.201)
C (-1.108, 0.128, -0.303)
N (-2.501, 0.216, -0.481)
O (-2.978, -0.023, -1.561)
O (-3.098, 0.476, 0.531)
N (1.193, -0.473, 0.429)
C (1.643, 0.994, 0.527)
N (1.381, 1.898, -0.534)
C (0.293, 2.197, -1.110)
O (-0.278, 2.730, -1.996)
H (-1.732, -2.323, 0.197)
H (-0.571, -2.384, 1.516)
H (-0.168, -3.030, -0.086)
H (1.351, -1.028, 1.313)
H (1.784, -0.969, -0.329)
H (2.643, 1.039, 0.788)
H (1.053, 1.389, 1.496)
H (2.113, 2.181, -1.116)

Mulliken atomic charge list, values in e, 2 entries: number 1, C, carries -1.366; number 2, C, carries 0.286

=====

# 2
Computed, not measured: a single C5H8N3P molecule in a non-equilibrium geometry, with wB97M-V/def2-TZVPD.

Values from the calculation:
Maximum force = 5.4 eV Å⁻¹
Gap between HOMO and LUMO = 0.3607 hartree
Relative energy (zero: lowest compared OMol25 entry of this formula, charge and spin) = 0.0 kcal per mole
SMILES = PN1Cc2c[nH]nc2C1
2S+1 = 1
HOMO level = -8.86 eV

Atoms and positions in Å:
P (1.417, 2.380, -0.244)
N (0.916, 0.699, -0.136)
C (-0.123, 0.264, 0.864)
C (-0.743, -0.948, 0.201)
C (-1.502, -2.102, 0.325)
N (-1.706, -2.615, -0.984)
N (-0.918, -1.902, -1.889)
C (-0.481, -0.853, -1.225)
C (0.524, 0.225, -1.465)
H (2.246, 2.493, 0.981)
H (0.281, 3.056, 0.519)
H (-0.920, 0.958, 1.020)
H (0.451, 0.089, 1.740)
H (-2.079, -2.435, 1.161)
H (-1.987, -3.485, -1.282)
H (1.386, -0.090, -2.046)
H (-0.066, 1.110, -1.976)

Mulliken atomic charge list, values in e, 2 entries: number 1, P, carries -0.112; number 2, N, carries -0.129

=====

# 3
Computed, not measured: a molecular structure, C5H8N4 in a non-equilibrium geometry, with wB97M-V/def2-TZVPD.

Values from the calculation:
Maximum force = 11.0 eV Å⁻¹
Gap between HOMO and LUMO = 0.3218 hartree
Relative energy (zero: lowest compared OMol25 entry of this formula, charge and spin) = 243.2 kcal per mole
2S+1 = 1
HOMO level = -9.20 eV

Atoms and positions in Å:
C (2.692, 0.633, -0.590)
C (-0.122, -0.483, 0.971)
C (-0.641, -1.345, -0.070)
C (-1.106, 1.339, -0.517)
C (-1.174, 0.681, 0.782)
H (3.594, 0.266, -1.454)
H (2.724, 1.904, 0.423)
H (1.553, 1.042, 1.246)
H (-0.191, -0.933, 2.021)
H (0.055, -2.090, -0.583)
H (-1.468, 2.469, -0.695)
H (-0.426, 1.132, -1.402)
H (-1.494, 1.178, 1.877)
N (1.890, -0.560, -0.464)
N (1.294, -0.223, 0.955)
N (-1.455, -0.882, -0.912)
N (-2.048, 0.249, -0.278)

Mulliken atomic charge list, values in e, 2 entries: number 1, C, carries -0.293; number 2, C, carries -0.255